Record 1
{
  "formula": "C45H36BaClFN2O8PS3",
  "method": "ωB97M-V/def2-TZVPD",
  "lumo_ev": [2.1, -5.1],
  "total_charge": -1,
  "molar_mass_g_mol": 1051.74,
  "homo_energy_ev": [-5.4, -5.4],
  "homo_lumo_gap_ha": [0.275, 0.012],
  "e_above_lowest_kj_mol": 165.5,
  "multiplicity": 1,
  "symbols": ["C", "H", "H", "Cl", "C", "H", "C", "H", "H", "C", "C", "H", "C", "C", "H", "C", "O", "C", "H", "C", "C", "O", "C", "H", "O", "C", "H", "C", "H", "H", "C", "C", "C", "H", "C", "H", "O", "C", "H", "H", "C", "H", "H", "P", "C", "C", "C", "C", "C", "H", "H", "C", "O", "O", "C", "H", "H", "C", "C", "C", "C", "C", "C", "H", "C", "F", "C", "S", "C", "C", "C", "H", "C", "H", "C", "N", "H", "C", "Ba", "H", "C", "C", "H", "N", "S", "S", "O", "H", "C", "O", "H", "H", "H", "C", "H", "H", "H", "H"],
  "xyz": [[-2.379, -4.392, -0.611], [-3.754, -2.273, 1.566], [-1.427, -2.221, -3.429], [4.115, -3.383, -2.896], [2.637, -4.456, 0.888], [-0.769, 6.604, 0.796], [-0.218, -4.805, -5.248], [-5.205, 5.063, 4.120], [7.293, 0.052, 2.016], [2.476, 4.673, 2.529], [-0.988, -3.203, -3.653], [-4.786, 6.210, 1.733], [-4.525, -4.521, 0.502], [-1.661, 2.412, 0.451], [0.695, 3.934, 3.611], [1.439, 3.864, 2.861], [-2.843, -0.242, 2.511], [4.585, 1.423, 0.180], [-1.609, 4.616, -0.703], [-3.295, -3.864, 0.343], [3.166, 4.149, -3.055], [2.716, -2.741, -2.772], [2.830, 2.881, 1.197], [1.820, -4.743, -1.135], [4.954, -3.293, -1.727], [-0.896, 5.568, 1.053], [1.173, 4.705, -3.433], [-4.823, -5.655, -0.168], [-2.011, -5.990, -1.994], [2.551, 5.631, 3.038], [3.368, 4.120, 1.598], [0.233, -5.633, -4.195], [1.057, -3.611, 2.505], [-3.082, 6.558, 2.193], [-1.957, 4.824, 0.306], [7.266, -0.409, -0.576], [-0.738, 0.223, -1.118], [3.900, 3.322, -2.134], [-5.312, -4.206, 1.226], [-2.208, -2.116, 0.763], [1.838, 4.214, -2.766], [3.154, -3.952, 2.890], [-1.121, 2.608, -0.463], [-0.941, -3.384, -0.990], [3.187, 1.977, 0.055], [-3.773, 5.842, 1.737], [-4.714, 3.010, 4.186], [2.339, -3.958, 2.145], [-3.245, 2.095, 2.574], [-4.341, 0.885, 3.973], [-1.060, 5.576, 2.197], [6.607, 0.447, 1.298], [2.299, 0.932, -0.097], [-0.356, -0.790, 0.879], [-0.777, -3.554, -5.006], [3.636, -4.828, 0.670], [5.211, 0.696, -1.671], [-2.704, -5.552, -1.286], [-3.324, 5.495, 0.278], [1.632, -4.425, -0.092], [3.025, 2.840, -1.167], [0.048, -3.632, 1.560], [-4.146, 1.887, 3.592], [-1.058, -2.857, -5.846], [-3.945, -6.217, -1.066], [-5.638, 2.877, 5.199], [0.068, -5.288, -2.889], [1.419, 3.251, -1.426], [0.360, -3.932, 0.208], [-0.607, -4.081, -2.623], [6.555, 0.195, -0.042], [-3.315, 6.412, -0.332], [-3.730, 4.536, 2.577], [-5.874, -6.041, -0.094], [-0.917, 0.080, 0.118], [-3.039, -2.713, 0.996], [-4.310, -7.115, -1.581], [-1.808, 1.120, 0.914], [1.739, -1.243, -0.916], [0.621, -6.618, -4.467], [-3.060, 3.385, 2.081], [-4.566, 4.309, 3.687], [0.821, -3.110, 3.458], [-2.150, 3.512, 1.021], [1.411, 2.411, 1.959], [5.209, 1.313, 1.793], [3.834, -4.774, -3.213], [-0.921, -3.170, 1.815], [5.394, 0.744, -0.644], [4.793, -2.538, -3.897], [0.074, 5.060, 0.971], [4.279, 4.503, 1.236], [-0.119, -5.059, -6.295], [-2.603, 0.849, 2.013], [-4.058, 4.798, -0.180], [0.264, -5.926, -2.034], [3.630, 4.731, -3.908], [4.987, 3.090, -2.230]]
}

***

Record 2
{
  "formula": "C45H36N8O10SiTc",
  "method": "ωB97M-V/def2-TZVPD",
  "lumo_ev": [-0.8, -1.5],
  "molar_mass_g_mol": 974.91,
  "homo_energy_ev": [-8.9, -8.9],
  "homo_lumo_gap_ha": [0.295, 0.273],
  "e_above_lowest_kj_mol": 41.7,
  "multiplicity": 4,
  "symbols": ["Tc", "H", "C", "C", "C", "O", "H", "N", "O", "H", "C", "H", "C", "C", "H", "C", "H", "H", "H", "H", "C", "C", "N", "C", "C", "H", "C", "O", "C", "C", "O", "C", "H", "N", "H", "C", "C", "N", "C", "H", "O", "C", "C", "C", "C", "C", "N", "H", "C", "H", "H", "H", "C", "N", "H", "Si", "H", "H", "C", "C", "C", "C", "C", "C", "H", "H", "C", "H", "O", "H", "H", "H", "C", "C", "O", "N", "H", "C", "C", "H", "O", "C", "H", "H", "H", "C", "C", "C", "C", "H", "O", "H", "C", "C", "H", "N", "C", "O", "C", "H", "H"],
  "xyz": [[-0.634, -0.084, 1.548], [2.172, 1.325, -2.689], [-0.417, -3.707, -3.220], [-3.432, -0.300, -1.439], [-0.026, 0.904, 6.151], [-2.506, -2.058, 4.573], [-1.222, -0.900, 6.345], [-2.213, -1.157, 2.412], [1.607, 3.371, 0.185], [-4.528, -0.857, -3.197], [3.159, 1.958, 1.184], [2.814, 0.211, -1.468], [1.981, -2.640, -0.383], [4.508, 1.816, 1.458], [-5.628, -2.785, -2.043], [1.967, -1.170, -3.728], [-0.797, -0.740, -3.692], [-0.788, 0.532, -2.464], [-2.732, -6.181, -3.069], [0.307, 5.957, -3.192], [-3.297, -1.880, 1.861], [-1.711, 7.331, -4.310], [-3.123, -0.544, -0.169], [-2.021, 4.380, -1.325], [-3.162, 5.024, -1.779], [1.296, 1.070, -1.168], [-0.540, -3.159, -1.939], [6.737, -0.486, 2.931], [-2.125, -5.341, -2.754], [-4.924, -2.153, -1.517], [7.118, 1.446, 2.056], [-1.202, -4.779, -3.627], [5.362, -3.091, -0.328], [-0.700, 0.738, 3.489], [0.082, 0.771, -3.996], [-1.152, -0.172, 4.362], [-0.666, 5.688, -2.802], [-1.702, 1.563, 0.823], [-3.675, -1.585, 0.427], [5.204, 2.576, 1.140], [-0.330, -0.924, -0.173], [4.323, -3.202, -0.037], [-0.838, -0.123, 5.700], [1.817, -1.202, 2.910], [-3.150, 3.228, 0.608], [-2.866, 2.119, 1.323], [-2.140, 3.355, -0.337], [0.310, -3.312, -3.915], [2.208, 0.964, 1.554], [2.526, -0.374, -4.234], [4.388, -1.097, 3.154], [4.756, -4.533, 1.590], [-3.053, 6.005, -2.747], [6.376, 0.545, 2.401], [0.124, 4.259, -1.419], [0.554, -1.783, -1.257], [0.270, 0.953, 7.191], [-2.946, 0.557, -1.899], [1.893, 0.575, -1.938], [1.664, -3.474, 0.697], [-2.252, -4.827, -1.471], [-1.806, 6.332, -3.272], [-1.471, -3.749, -1.077], [2.648, -4.154, 1.397], [2.694, -1.900, -3.365], [-3.936, 6.517, -3.106], [-4.317, -1.082, -2.159], [0.631, -3.581, 1.014], [0.960, 1.075, 1.187], [1.041, 2.691, 5.568], [-1.585, -3.356, -0.071], [-1.089, -5.181, -4.627], [-0.177, 0.032, -3.225], [0.408, 1.872, 5.253], [2.253, -1.905, 3.789], [2.782, 3.180, 0.463], [0.369, 2.479, 3.184], [-1.284, 2.333, -0.157], [2.698, -0.126, 2.316], [1.359, -1.657, -4.490], [3.661, 3.972, 0.186], [4.939, 0.708, 2.138], [-5.036, -3.230, 0.361], [-3.412, 1.662, 2.132], [-3.956, 3.934, 0.701], [4.044, -0.246, 2.585], [0.052, 1.759, 3.927], [3.983, -4.016, 1.032], [3.329, -2.520, -0.735], [-0.397, 2.159, -0.743], [0.598, -1.344, 2.436], [-4.139, 4.753, -1.401], [-0.770, 4.718, -1.822], [-2.025, -1.274, 3.802], [2.374, -4.778, 2.240], [-1.651, 8.120, -5.144], [1.100, -0.560, -2.606], [-3.964, -2.680, 2.468], [-4.604, -2.411, -0.197], [3.625, -1.880, -1.559], [-2.954, -5.271, -0.773]]
}

***

Record 3
{
  "formula": "C45H37F6N4S",
  "method": "ωB97M-V/def2-TZVPD",
  "lumo_ev": -4.4,
  "total_charge": 1,
  "molar_mass_g_mol": 779.87,
  "homo_energy_ev": -9.8,
  "homo_lumo_gap_ha": 0.200,
  "multiplicity": 1,
  "symbols": ["H", "C", "H", "C", "H", "C", "H", "C", "C", "C", "H", "C", "C", "C", "F", "S", "C", "C", "N", "C", "H", "H", "H", "C", "C", "H", "H", "H", "C", "C", "C", "H", "C", "H", "H", "C", "C", "H", "C", "H", "H", "C", "H", "H", "H", "C", "C", "C", "N", "N", "C", "H", "C", "C", "C", "H", "H", "C", "H", "H", "H", "H", "H", "C", "F", "C", "C", "C", "H", "H", "C", "H", "C", "F", "C", "F", "H", "F", "H", "H", "N", "C", "H", "C", "H", "F", "C", "C", "C", "H", "C", "C", "C"],
  "xyz": [[-1.024, 4.370, 5.202], [5.435, 6.793, -2.768], [-4.061, 0.618, 3.035], [2.658, 12.714, 3.425], [6.585, 2.318, -3.212], [-0.393, 3.277, 1.524], [1.741, 12.273, 1.499], [3.700, 4.017, 0.009], [-1.586, 2.940, 2.135], [5.774, -0.659, -1.484], [2.295, 5.361, 1.858], [3.131, 8.417, 1.511], [0.301, 4.460, 3.536], [2.744, 6.022, -2.569], [5.924, 0.040, -0.311], [4.017, 8.406, 3.056], [-5.047, 3.878, 3.293], [4.829, 2.607, -6.133], [3.012, 7.397, 0.723], [1.849, 9.968, 0.094], [1.431, 7.250, -0.623], [-6.270, 0.483, 1.851], [4.514, -0.673, -3.169], [5.763, 2.267, -3.930], [3.593, 2.119, -5.697], [-2.508, 3.687, 5.994], [5.048, 7.973, -0.982], [-4.713, 4.793, 3.790], [3.686, 10.105, 3.318], [-4.675, 1.509, 2.875], [-3.147, 2.923, 5.550], [4.020, 5.046, 0.167], [2.914, 10.628, 2.277], [-6.837, 4.723, 2.472], [1.014, 5.090, 4.068], [1.859, 4.390, 1.620], [2.380, 11.915, 2.306], [-2.356, 2.387, 1.595], [-0.852, 4.047, 4.175], [2.508, 1.244, -4.020], [-7.581, 2.572, 1.440], [3.542, 5.531, -3.608], [6.482, 7.095, -2.817], [1.497, 1.700, 1.256], [2.558, 0.316, -0.451], [4.873, 5.936, -3.720], [3.293, 6.926, -1.659], [3.474, 12.221, 4.456], [4.399, 1.177, -2.208], [2.651, 9.678, 1.283], [4.000, 10.919, 4.415], [6.883, 3.038, -5.594], [-5.905, 1.443, 2.217], [4.529, 1.754, -3.499], [-2.789, 1.595, 6.158], [2.734, 2.086, -6.368], [2.225, 13.714, 3.491], [-6.240, 3.816, 2.579], [1.935, 11.031, -0.138], [5.483, 5.579, -4.552], [3.651, -0.721, -1.574], [4.942, 2.940, -7.164], [3.686, 12.860, 5.313], [2.411, 9.119, -1.013], [6.822, -0.279, -2.294], [2.886, 1.346, -0.309], [5.914, 2.667, -5.255], [4.273, 3.238, -0.972], [-4.204, 3.094, 5.768], [5.046, 3.634, -1.628], [3.446, 1.669, -4.391], [3.420, 9.485, -1.241], [2.273, 2.143, 0.635], [-1.624, 1.106, 5.618], [2.456, 7.647, -0.622], [-3.765, 0.671, 5.859], [3.111, 4.840, -4.336], [-2.641, 1.637, 7.515], [0.796, 9.716, 0.280], [1.831, 9.253, -1.934], [-2.991, 2.850, 4.091], [3.864, 1.896, -1.159], [1.703, 5.705, -2.445], [0.606, 4.039, 2.212], [-0.217, 2.972, 0.491], [5.906, -1.984, -1.205], [-4.215, 2.746, 3.366], [4.639, 7.289, -1.733], [2.595, 3.530, 0.773], [4.623, 10.529, 5.219], [-1.818, 3.269, 3.494], [4.477, -0.292, -2.146], [-6.656, 2.606, 2.017]]
}